1.
C40H41N6O4PSc | ωB97M-V with the def2-TZVPD basis set

Last column: Löwdin charge in e.
Positions of all 93 atoms, in Å:
Sc 0.06810 -0.10928 -0.09845  0.951
C 1.34885 1.56134 -2.89312  -0.116
N 0.88104 0.20617 -2.56198  -0.177
C 1.86575 -0.76072 -3.04898  -0.125
C 3.20593 -0.69844 -2.35549  -0.297
C 4.22437 -1.53022 -2.81284  -0.012
C 5.44203 -1.52205 -2.15753  -0.036
C 5.60783 -0.67416 -1.07131  -0.034
C 4.53999 0.12034 -0.69383  -0.126
N 3.35613 0.11054 -1.30872  0.090
C -0.39953 -0.01460 -3.26248  -0.119
C -1.08980 -1.27186 -2.82361  -0.248
C -1.92020 -1.97356 -3.68400  0.008
C -2.58078 -3.09332 -3.21224  -0.027
C -2.38635 -3.48571 -1.89712  -0.019
C -1.54230 -2.73529 -1.10148  -0.074
N -0.90170 -1.65018 -1.55568  0.053
C 0.66283 2.61492 -2.07480  -0.242
C 0.35180 3.85674 -2.61463  0.010
C -0.22340 4.81687 -1.80510  -0.022
C -0.47108 4.50431 -0.47586  -0.020
C -0.13549 3.24297 -0.02896  -0.152
N 0.42336 2.30715 -0.80096  0.059
H 1.20996 1.76030 -3.96400  0.140
H 2.41836 1.61854 -2.68004  0.124
H 2.03385 -0.61612 -4.12838  0.146
H 1.45242 -1.76776 -2.93305  0.132
H 4.05818 -2.17211 -3.66813  0.126
H 6.24810 -2.16229 -2.48868  0.118
H 6.54165 -0.62582 -0.53125  0.114
H 4.63422 0.79868 0.14585  0.088
H -0.23871 -0.04123 -4.34931  0.141
H -1.06670 0.82712 -3.03500  0.113
H -2.04551 -1.63690 -4.70363  0.125
H -3.23985 -3.65265 -3.86228  0.119
H -2.88091 -4.35279 -1.48737  0.116
H -1.37332 -2.98857 -0.06583  0.105
H 0.54865 4.05294 -3.65906  0.123
H -0.48515 5.78755 -2.20301  0.120
H -0.93186 5.21175 0.19683  0.118
H -0.34473 2.95346 0.99284  0.085
N 1.76272 -1.88192 0.09593  0.071
C 1.36693 -3.23872 0.34669  -0.249
C 1.79199 -4.22478 -0.53148  -0.030
C 1.40286 -5.54204 -0.35112  -0.073
C 0.59198 -5.86820 0.72508  -0.070
C 0.17780 -4.87718 1.60052  -0.023
C 0.54981 -3.54244 1.43422  -0.156
C -0.00429 -2.49225 2.33048  -0.223
C -0.17950 -2.80083 3.68263  -0.047
C -0.84555 -1.93306 4.53363  -0.073
C -1.38978 -0.76589 4.01614  -0.091
C -1.19830 -0.47279 2.67153  -0.163
C -0.45236 -1.26785 1.79276  -0.185
H 2.45299 -1.88689 -0.64712  0.059
H 2.22754 -1.49449 0.91419  0.054
H 2.44141 -3.95708 -1.35842  0.108
H 1.73644 -6.30401 -1.04077  0.107
H 0.27445 -6.88960 0.88015  0.108
H -0.48459 -5.13490 2.41645  0.118
H 0.21359 -3.73085 4.07571  0.113
H -0.95899 -2.18126 5.58024  0.106
H -1.96116 -0.09862 4.64900  0.107
H -1.64315 0.43830 2.28967  0.056
C 2.82261 -0.04248 2.77285  -0.251
P 1.73347 1.16552 1.92919  0.820
C 2.92803 2.44035 1.37638  -0.264
C 1.00871 1.98853 3.39297  -0.243
H 3.38835 0.44763 3.56730  0.058
H 3.53810 -0.48573 2.07763  0.031
H 2.20887 -0.83470 3.20764  0.045
H 3.74440 2.54484 2.09287  0.056
H 2.41753 3.40004 1.28980  0.043
H 3.32477 2.18858 0.39331  0.006
H 1.81349 2.39778 4.00678  0.057
H 0.43866 1.26677 3.97502  0.032
H 0.34623 2.80327 3.10192  0.037
O -2.59479 1.67111 -1.94449  0.068
C -2.58999 1.50989 -0.73424  -0.542
O -1.73499 0.75789 -0.11163  -0.145
C -3.66269 2.14251 0.11420  -0.109
C -3.44281 2.46628 1.44884  -0.006
C -4.43201 3.08600 2.19335  0.019
C -5.64095 3.35375 1.57948  -0.134
C -5.89261 3.04038 0.25697  0.023
C -4.88562 2.43920 -0.47900  0.013
N -6.70384 4.00605 2.37108  -0.354
O -6.46917 4.22627 3.53925  0.085
O -7.73249 4.28713 1.79810  0.091
H -2.49416 2.23523 1.90973  0.092
H -4.28714 3.35549 3.22833  0.122
H -6.85427 3.27347 -0.17510  0.124
H -5.03457 2.20024 -1.52197  0.124

Atoms 1-2, force components in eV/Å:
Sc 0.188 0.011 -0.205
C 0.057 0.088 -0.035

Computed properties:
* charge: +1
* orbital gap: 8.2 eV
* energy relative to the best compared isomer or geometry (same formula, charge and spin): 73.4 kJ/mol
* max |F|: 0.5 eV Å⁻¹

2.
C40H41N7O3PbS | ωB97M-V with the def2-TZVPD basis set

Last column: Löwdin charge in e.
Positions of all 93 atoms, in Å:
Pb 13.82293 15.00081 13.58462  1.494
C 12.34665 12.78757 17.35657  0.018
C 12.23134 13.87816 16.32226  -0.359
O 13.28289 14.00596 15.57405  -0.225
C 11.00830 14.58546 16.26654  0.083
C 10.64870 15.67062 15.42829  -0.236
C 9.22632 16.07819 15.31040  0.009
N 11.59496 16.21008 14.61738  0.061
N 11.18882 17.32294 14.02161  0.167
C 11.63990 17.48279 12.73610  -0.319
O 12.38035 16.58385 12.16749  -0.136
C 11.10185 18.55939 11.87642  -0.171
C 9.85525 19.05568 11.98702  -0.016
C 9.13004 19.48295 10.84160  -0.034
C 9.80780 19.62136 9.65621  -0.042
C 11.18104 19.34176 9.58934  -0.043
C 11.81331 18.71966 10.65602  -0.008
H 11.96549 13.08306 18.38629  0.134
H 13.31707 12.36875 17.24092  0.080
H 11.62808 12.05353 16.94757  0.117
H 10.42359 14.41178 17.16803  0.140
H 9.19105 17.11279 14.99246  0.078
H 8.68989 15.91067 16.23292  0.102
H 8.84413 15.46493 14.52944  0.101
H 9.30605 19.03883 12.94449  0.126
H 8.08867 19.48700 10.93868  0.098
H 9.25608 19.91265 8.77323  0.118
H 11.80103 19.51806 8.71564  0.115
H 12.79284 18.27088 10.45751  0.122
N 21.37352 14.20089 21.16212  0.172
C 20.70427 13.94745 20.21614  -0.151
C 19.83226 13.61471 19.11254  -0.209
C 18.63909 14.30834 18.88558  -0.008
C 17.95252 14.01838 17.74471  -0.025
C 18.48755 13.31044 16.65999  -0.131
C 19.80499 12.77506 16.84861  0.011
C 20.35824 12.79713 18.10182  -0.018
N 17.73034 13.31143 15.44682  -0.025
C 18.26224 12.90325 14.20941  -0.005
C 17.22789 13.06521 13.30424  -0.089
N 16.09555 13.56425 13.99020  -0.044
C 16.46961 13.69857 15.25316  -0.194
H 18.30745 15.00303 19.62798  0.126
H 16.93532 14.34149 17.72040  0.094
H 20.32472 12.29610 16.01469  0.111
H 21.30114 12.30291 18.25404  0.128
H 19.20703 12.31756 14.22404  0.130
H 17.22016 12.87831 12.23627  0.093
H 15.88896 14.06277 16.10018  0.115
N 12.55831 13.49433 12.12746  -0.422
S 12.08568 11.88258 12.09962  1.108
C 10.53836 11.92794 11.35945  -0.458
C 9.64432 10.89659 11.61466  -0.073
C 8.49207 10.78675 10.85009  -0.055
C 8.17722 11.72874 9.87277  -0.040
C 9.10954 12.73857 9.60835  -0.040
C 10.31953 12.79639 10.31019  -0.091
C 13.20633 11.26547 10.85994  -0.404
C 14.08188 10.32557 11.34741  -0.098
C 14.95103 9.65986 10.47820  -0.053
C 14.97004 9.90799 9.11074  -0.051
C 14.00294 10.78197 8.62554  -0.044
C 13.17876 11.56260 9.50354  -0.041
H 12.84697 13.80304 11.21730  -0.048
H 9.88159 10.13926 12.35425  0.115
H 7.85026 9.93714 11.02846  0.115
H 7.21298 11.70062 9.35428  0.124
H 8.80443 13.47320 8.86477  0.116
H 11.05589 13.58571 10.22982  0.094
H 14.13099 10.22068 12.43814  0.113
H 15.72044 9.13958 11.00606  0.106
H 15.72964 9.52070 8.45942  0.113
H 13.85018 10.74385 7.55021  0.115
H 12.59929 12.32505 8.99202  0.108
O 15.15654 14.89864 10.83636  -0.031
C 15.90862 14.84540 9.85280  -0.388
C 15.38826 15.23607 8.43202  -0.073
C 16.26170 16.41352 7.72151  -0.118
C 17.18640 17.29907 8.70738  -0.197
C 18.46677 16.60418 9.14948  -0.202
C 18.26437 15.60580 10.27507  -0.192
N 17.30395 14.52138 9.96313  0.029
H 14.39794 15.54998 8.70586  0.085
H 15.41630 14.43112 7.65131  0.123
H 15.58524 17.12463 7.14342  0.122
H 17.03476 16.00106 7.08597  0.087
H 16.68796 17.57415 9.58061  0.075
H 17.39541 18.30697 8.29102  0.120
H 19.16589 17.43354 9.56110  0.145
H 19.03724 16.22254 8.30109  0.110
H 17.80105 16.09594 11.07608  0.091
H 19.15825 15.12062 10.73354  0.133
H 17.63812 13.82738 9.33018  0.118

Atoms 1-2, force components in eV/Å:
Pb 0.702 -0.328 -1.724
C -1.922 0.753 -0.162

Computed properties:
* charge: +2
* orbital gap (spin up / spin down): 4.8 / 4.5 eV
* energy relative to the best compared isomer or geometry (same formula, charge and spin): 110.0 kJ/mol
* max |F|: 4.8 eV Å⁻¹

Question: Which of these has the highest energy relative to the best compared isomer or geometry (same formula, charge and spin)?
Answer: C40H41N7O3PbS